The following is a DFT calculation (ωB97M-V/def2-TZVPD) of the molecule C22H20FN5O3S.

## Properties
Calculated total energy in eV: -50284.3570
2S+1: 1
SMILES: C=CCn1c(COc2ccccc2F)nnc1SCC(=O)N1CC(=O)Nc2ccccc21

CARTESIAN COORDINATES (ANGSTROEM)
C (0.359, 3.319, -0.819)
C (-0.463, 2.556, -0.124)
C (-0.353, 2.362, 1.364)
N (0.193, 1.056, 1.655)
C (1.514, 0.729, 1.745)
N (1.660, -0.553, 1.955)
N (0.438, -1.095, 1.990)
C (-0.440, -0.146, 1.811)
C (-1.908, -0.347, 1.706)
H (-2.155, -1.332, 2.117)
H (-2.444, 0.428, 2.268)
O (-2.220, -0.276, 0.321)
C (-3.516, -0.170, -0.096)
C (-4.662, -0.372, 0.667)
C (-5.927, -0.244, 0.120)
C (-6.070, 0.084, -1.214)
C (-4.942, 0.284, -1.993)
C (-3.682, 0.161, -1.443)
H (-2.795, 0.324, -2.037)
H (-5.040, 0.542, -3.036)
H (-7.056, 0.182, -1.640)
H (-6.780, -0.411, 0.758)
F (-4.583, -0.707, 1.983)
S (2.802, 1.890, 1.578)
C (3.921, 0.870, 0.550)
H (3.899, -0.131, 0.967)
C (3.404, 1.007, -0.871)
O (3.556, 2.037, -1.495)
N (2.673, -0.027, -1.376)
C (2.519, -1.315, -0.828)
C (3.580, -2.091, -0.385)
C (3.338, -3.343, 0.153)
C (2.045, -3.830, 0.237)
C (0.987, -3.083, -0.246)
C (1.220, -1.831, -0.793)
N (0.183, -1.052, -1.301)
C (0.362, -0.038, -2.179)
O (-0.563, 0.583, -2.656)
C (1.824, 0.221, -2.526)
H (1.952, 1.260, -2.833)
H (2.108, -0.434, -3.360)
H (-0.768, -1.268, -1.020)
H (-0.024, -3.457, -0.190)
H (1.860, -4.798, 0.673)
H (4.166, -3.937, 0.509)
H (4.589, -1.715, -0.469)
H (4.903, 1.331, 0.636)
H (0.318, 3.108, 1.798)
H (-1.335, 2.438, 1.838)
H (-1.240, 1.987, -0.614)
H (0.261, 3.410, -1.886)
H (1.157, 3.876, -0.356)

Cartesian forces (eV/Å) of the 3 atoms listed first:
0.024 0.134 -0.068
-0.133 -0.023 0.221
-0.135 0.428 -0.352

Just the natural (NBO) charges please, in e? Sure, here they are: number 1, C, carries -0.35; number 2, C, carries -0.22; number 3, C, carries -0.25; number 4, N, carries -0.37; number 5, C, carries 0.16; number 6, N, carries -0.31; number 7, N, carries -0.29; number 8, C, carries 0.35; number 9, C, carries -0.12; number 10, H, carries 0.22; number 11, H, carries 0.20; number 12, O, carries -0.52; number 13, C, carries 0.20; number 14, C, carries 0.37; number 15, C, carries -0.28; number 16, C, carries -0.22; number 17, C, carries -0.20; number 18, C, carries -0.24; number 19, H, carries 0.26; number 20, H, carries 0.22; number 21, H, carries 0.22; number 22, H, carries 0.23; number 23, F, carries -0.34; number 24, S, carries 0.28; number 25, C, carries -0.61; number 26, H, carries 0.27; number 27, C, carries 0.68; number 28, O, carries -0.61; number 29, N, carries -0.46; number 30, C, carries 0.19; number 31, C, carries -0.24; number 32, C, carries -0.21; number 33, C, carries -0.19; number 34, C, carries -0.20; number 35, C, carries 0.12; number 36, N, carries -0.61; number 37, C, carries 0.69; number 38, O, carries -0.62; number 39, C, carries -0.32; number 40, H, carries 0.28; number 41, H, carries 0.22; number 42, H, carries 0.43; number 43, H, carries 0.22; number 44, H, carries 0.22; number 45, H, carries 0.22; number 46, H, carries 0.22; number 47, H, carries 0.26; number 48, H, carries 0.23; number 49, H, carries 0.22; number 50, H, carries 0.22; number 51, H, carries 0.21; number 52, H, carries 0.20


The following is a DFT calculation (ωB97M-V/def2-TZVPD) of a structure of composition C22H20InN9O3Te4.

## Properties
Calculated total energy in eV: -77041.4079
2S+1: 1

CARTESIAN COORDINATES (ANGSTROEM)
In (0.054, -1.178, -0.400)
C (-0.586, 1.089, 5.791)
N (-0.591, 1.594, 4.416)
C (-0.358, 0.995, 3.238)
N (-0.576, 1.846, 2.250)
C (-0.955, 2.977, 2.908)
N (-0.982, 2.872, 4.217)
C (0.067, -0.258, 5.993)
C (-0.619, -1.239, 6.698)
C (-0.014, -2.454, 6.994)
C (1.277, -2.711, 6.574)
C (1.968, -1.740, 5.853)
C (1.367, -0.516, 5.570)
C (3.326, -2.025, 5.394)
N (4.136, -2.950, 5.785)
N (5.297, -2.807, 5.030)
C (5.102, -1.806, 4.243)
O (3.872, -1.265, 4.418)
C (5.972, -1.251, 3.210)
C (7.231, -1.791, 2.964)
C (8.004, -1.264, 1.941)
C (7.521, -0.226, 1.151)
C (6.261, 0.307, 1.395)
C (5.689, 1.413, 0.533)
N (4.236, 1.373, 0.584)
C (3.435, 0.436, 0.063)
N (2.201, 0.619, 0.483)
C (2.306, 1.730, 1.271)
N (3.522, 2.229, 1.351)
C (5.502, -0.199, 2.435)
H (-1.618, 1.048, 6.127)
H (-0.084, 1.844, 6.393)
H (-0.051, -0.036, 3.129)
H (-1.231, 3.899, 2.412)
H (-1.635, -1.049, 7.028)
H (-0.561, -3.207, 7.550)
H (1.765, -3.654, 6.784)
H (1.931, 0.245, 5.039)
H (7.580, -2.618, 3.571)
H (8.983, -1.680, 1.739)
H (8.120, 0.158, 0.331)
H (6.014, 1.307, -0.499)
H (5.993, 2.391, 0.895)
H (3.771, -0.374, -0.573)
H (1.476, 2.165, 1.811)
H (4.517, 0.206, 2.641)
Te (-0.972, -3.083, 1.279)
Te (-0.033, -5.021, -0.377)
Te (2.515, -4.173, -0.640)
Te (1.983, -2.006, -2.198)
N (-0.460, 1.087, -0.472)
C (-1.687, 1.302, -1.268)
C (-1.816, 0.220, -2.355)
O (-2.316, 0.527, -3.423)
O (-1.407, -0.949, -1.975)
H (-0.522, 1.457, 0.466)
H (0.347, 1.513, -0.910)
H (-1.716, 2.277, -1.743)
H (-2.553, 1.192, -0.616)

Cartesian forces (eV/Å) of the 3 atoms listed first:
-0.412 0.506 -0.985
0.084 -0.122 -0.001
0.084 -0.243 0.034

Just the natural (NBO) charges please, in e? Sure, here they are: number 1, In, carries 1.08; number 2, C, carries -0.23; number 3, N, carries -0.16; number 4, C, carries 0.19; number 5, N, carries -0.56; number 6, C, carries 0.15; number 7, N, carries -0.26; number 8, C, carries -0.05; number 9, C, carries -0.18; number 10, C, carries -0.20; number 11, C, carries -0.17; number 12, C, carries -0.03; number 13, C, carries -0.21; number 14, C, carries 0.44; number 15, N, carries -0.28; number 16, N, carries -0.28; number 17, C, carries 0.44; number 18, O, carries -0.42; number 19, C, carries -0.03; number 20, C, carries -0.18; number 21, C, carries -0.20; number 22, C, carries -0.19; number 23, C, carries -0.04; number 24, C, carries -0.23; number 25, N, carries -0.18; number 26, C, carries 0.20; number 27, N, carries -0.53; number 28, C, carries 0.12; number 29, N, carries -0.28; number 30, C, carries -0.21; number 31, H, carries 0.22; number 32, H, carries 0.23; number 33, H, carries 0.23; number 34, H, carries 0.21; number 35, H, carries 0.22; number 36, H, carries 0.23; number 37, H, carries 0.24; number 38, H, carries 0.23; number 39, H, carries 0.24; number 40, H, carries 0.22; number 41, H, carries 0.22; number 42, H, carries 0.22; number 43, H, carries 0.25; number 44, H, carries 0.24; number 45, H, carries 0.22; number 46, H, carries 0.23; number 47, Te, carries -0.28; number 48, Te, carries 0.04; number 49, Te, carries -0.01; number 50, Te, carries -0.28; number 51, N, carries -0.87; number 52, C, carries -0.35; number 53, C, carries 0.77; number 54, O, carries -0.63; number 55, O, carries -0.83; number 56, H, carries 0.44; number 57, H, carries 0.40; number 58, H, carries 0.21; number 59, H, carries 0.22